[1]
21
Properties=species:S:1:pos:R:3:forces:R:3:nbo_charge:R:1 method="wB97M-V/def2-TZVPD" lumo_energy_ev=1.117 gap_ev=8.9 energy_ha=-308.3082 de_lowest_kj_mol=301.46 smiles=CNCCN(C)C homo_ev=-7.7802
N 0.749117 0.575679 0.683177 1.69 -1.02 -0.15 -0.46
N -0.868066 -0.008570 -1.555769 -2.32 -2.88 4.36 -0.73
C 1.066669 1.775638 1.457368 -1.06 0.94 -1.09 -0.43
C -1.312108 -0.844180 -2.628923 0.58 1.08 -2.44 -0.39
C -0.572280 0.085718 0.935181 -1.87 -0.34 -1.09 -0.25
C -1.129166 -0.758985 -0.253480 2.84 0.45 -0.66 -0.21
C 1.840835 -0.448420 1.009147 -1.78 1.56 -0.33 -0.42
H 1.656761 -0.602646 2.094473 1.06 -0.48 -0.44 0.18
H 0.730306 2.707362 0.946658 -0.18 -0.64 -0.04 0.20
H -1.194277 0.992781 0.991002 -0.17 -0.38 0.55 0.19
H 2.738391 0.092157 0.706683 0.30 -0.48 0.65 0.20
H -2.074312 -1.577963 -2.394923 -0.12 0.03 1.03 0.19
H -0.717761 -0.629254 1.772287 0.35 0.84 0.45 0.18
H -0.408318 0.779196 -1.117390 0.65 0.57 -2.47 0.44
H -1.819196 -0.293357 -3.430130 0.22 0.32 -0.02 0.19
H -0.410351 -1.620873 -0.222436 -0.90 -0.06 -0.27 0.15
H 2.143733 1.930416 1.472665 -0.05 -0.29 0.80 0.21
H 0.484276 1.772887 2.385349 0.87 0.01 0.55 0.18
H -0.547007 -1.441270 -3.168071 0.19 0.28 0.45 0.17
H -2.149761 -1.121842 -0.093174 0.07 0.29 -0.09 0.19
H 1.792524 -1.364481 0.410297 -0.36 0.21 0.25 0.21

[2]
21
Properties=species:S:1:pos:R:3:forces:R:3:nbo_charge:R:1 method="wB97M-V/def2-TZVPD" lumo_energy_ev=1.154 gap_ev=9.8 energy_ha=-308.3618 de_lowest_kj_mol=160.78 smiles=CCCCNCN homo_ev=-8.6199
N 0.914248 1.702714 -1.400821 0.54 0.00 0.98 -0.89
N -1.011628 0.308482 -1.117484 -0.07 2.49 -0.01 -0.63
C -0.191455 0.001119 1.233428 -1.01 -2.37 1.57 -0.43
C 0.281431 -1.507616 1.450061 0.71 2.50 -0.85 -0.38
C -0.524633 1.706806 -1.246035 0.71 0.31 -1.43 -0.05
C 1.411641 -1.730121 0.395286 0.36 -1.35 1.27 -0.63
C -1.380653 -0.011919 0.276142 0.01 0.62 -0.79 -0.22
H 1.302716 0.803099 -1.633256 -0.11 0.16 -0.33 0.38
H 0.541767 -1.580875 2.520676 0.55 -0.36 -0.65 0.20
H -0.914540 2.195398 -2.182227 -0.40 -0.62 0.75 0.15
H 2.071712 -2.466710 0.866455 -0.04 -0.55 -0.78 0.21
H 2.119519 -0.966597 0.086810 -0.37 0.98 0.73 0.21
H -2.174580 0.625841 0.711987 0.09 -0.06 -0.52 0.17
H 1.301160 2.496533 -1.882832 0.07 -0.24 -0.17 0.37
H -1.834691 0.387159 -1.706446 -0.26 -0.93 0.28 0.36
H 1.000455 -2.035507 -0.557628 -0.20 -0.62 -0.04 0.21
H -1.763550 -1.012275 0.129076 -0.31 -0.34 0.74 0.19
H 0.684602 0.578404 0.995233 -0.02 0.42 -0.61 0.23
H -0.521573 -2.224733 1.254753 0.08 0.22 0.11 0.20
H -0.524470 0.351071 2.225935 -0.11 0.11 -0.43 0.20
H -0.787478 2.379727 -0.419111 -0.23 -0.37 0.19 0.16

[3]
21
Properties=species:S:1:pos:R:3:forces:R:3:nbo_charge:R:1 method="wB97M-V/def2-TZVPD" lumo_energy_ev=0.022 gap_ev=8.1 energy_ha=-308.2330 de_lowest_kj_mol=498.95 smiles="C=NCCNCC.[H][H]" homo_ev=-8.0707
N -1.314924 0.114419 -0.594677 -0.58 -0.41 -0.64 -0.64
N 1.320821 -0.434200 -0.890538 0.93 -0.86 3.40 -0.51
C 2.509681 -0.688540 -0.455021 0.30 -0.86 -1.80 0.08
C -1.825393 -0.894528 0.359075 1.47 0.77 0.23 -0.22
C -2.735413 -0.255148 1.389269 -0.15 -0.39 1.01 -0.63
C -0.467932 1.209952 -0.075625 -1.01 -1.95 -0.56 -0.22
C 1.096641 0.845252 -0.233166 -1.93 4.54 -0.92 -0.30
H 2.761547 -1.617086 0.086157 0.16 -0.29 -1.09 0.16
H 1.456867 1.722759 -0.842819 0.14 -0.73 0.43 0.19
H -2.171418 -1.825487 -0.122340 -0.24 0.83 -0.19 0.20
H -2.066918 0.065192 2.199922 -0.41 0.28 -0.03 0.20
H -0.669160 -0.377500 -1.200369 -0.39 -0.27 -0.33 0.38
H -0.946627 -1.183086 0.935096 0.20 -0.77 0.28 0.15
H 6.934435 0.301782 -0.219555 -0.05 -0.07 0.17 0.00
H -0.753393 2.017474 -0.730182 0.45 0.70 0.04 0.20
H 1.433980 1.040081 0.796255 0.67 -0.90 -0.43 0.19
H -3.400407 -0.991996 1.875091 0.09 0.33 -0.39 0.21
H 6.747662 0.025570 0.448536 0.05 0.07 -0.17 0.00
H -0.842091 1.433378 0.938507 0.85 0.10 -0.24 0.19
H -3.302068 0.619475 1.056526 -0.01 -0.32 -0.23 0.22
H 3.362313 -0.021183 -0.757628 -0.53 0.20 1.46 0.14

[4]
21
Properties=species:S:1:pos:R:3:forces:R:3:nbo_charge:R:1 method="wB97M-V/def2-TZVPD" lumo_energy_ev=1.178 gap_ev=9.9 energy_ha=-308.3853 de_lowest_kj_mol=99.16 smiles=NCCCCCN homo_ev=-8.7074
N -0.860978 -1.608540 2.509900 -1.27 0.18 -0.74 -0.90
N 0.432384 2.549690 -1.782026 -0.16 0.29 -0.63 -0.84
C 1.089840 0.412503 -0.643582 -0.13 0.19 -1.55 -0.39
C -1.453872 -1.754014 1.190696 0.05 -0.54 0.26 -0.21
C -0.252559 0.193414 0.058451 1.42 -1.74 -0.70 -0.42
C -0.570337 -1.322554 0.030742 -0.82 0.18 -0.41 -0.40
C 1.425580 1.874271 -0.971674 0.58 -0.72 1.37 -0.21
H -1.821842 -2.776592 1.027851 0.36 -0.07 0.04 0.18
H -2.387585 -1.182854 1.150516 0.19 0.25 0.22 0.19
H 0.846264 2.900906 -2.629731 0.39 0.46 -0.02 0.36
H 1.539040 2.390409 -0.008696 0.05 0.25 -0.21 0.17
H 0.348419 -1.911169 -0.008437 0.07 0.00 0.20 0.19
H -0.983069 0.747477 -0.521843 -0.49 0.27 0.76 0.21
H -0.261014 1.933755 -2.172197 -0.35 -0.55 0.36 0.35
H -0.060897 -2.142531 2.788081 0.01 0.33 0.08 0.38
H -1.190514 -0.786700 2.978557 0.71 -0.20 0.56 0.38
H -0.099769 0.405371 1.115757 -0.54 0.81 -0.04 0.21
H 1.903645 -0.120171 -0.148085 0.05 0.35 0.34 0.21
H -1.148169 -1.608899 -0.860719 0.33 0.26 -0.16 0.20
H 1.094182 -0.031621 -1.660126 -0.43 -0.34 0.36 0.18
H 2.411251 1.837846 -1.443434 -0.03 0.33 -0.08 0.18

[5]
21
Properties=species:S:1:pos:R:3:forces:R:3:nbo_charge:R:1 method="wB97M-V/def2-TZVPD" lumo_energy_ev=1.157 gap_ev=9.6 energy_ha=-308.3762 de_lowest_kj_mol=123.05 smiles=CCNC[C@H](C)N homo_ev=-8.4617
N -0.118184 2.179065 2.040142 1.20 0.51 -0.95 -0.85
N -0.204665 -0.127978 -0.857008 0.48 1.12 0.06 -0.66
C 1.633595 0.381432 1.501033 -0.91 -0.83 -0.37 -0.64
C -0.673305 0.489998 0.363901 1.29 -0.10 1.14 -0.21
C 0.540781 1.332042 1.049028 -2.25 -0.79 -1.42 -0.03
C -0.361552 -2.004180 -2.472336 -1.10 1.04 0.34 -0.61
C -1.100481 -1.095569 -1.459815 0.66 -0.43 0.41 -0.20
H 1.230184 -0.247454 2.280603 -0.09 -0.06 0.69 0.20
H 0.335930 0.549919 -1.402727 -0.78 -0.65 -0.41 0.36
H -0.946882 -0.382056 0.965864 0.29 0.04 0.71 0.17
H 0.221342 -2.673057 -1.893848 0.96 -0.53 0.52 0.21
H 0.300616 -1.330087 -3.021335 -0.19 -0.61 -0.70 0.21
H -0.733250 1.672249 2.650368 0.27 -0.07 0.51 0.36
H -1.052930 -2.671124 -3.023425 0.38 0.87 -0.26 0.21
H -1.303204 -1.755017 -0.607609 -0.74 0.11 -0.12 0.18
H 0.939517 1.979658 0.234331 -0.26 -0.16 0.51 0.17
H 1.798926 -0.351704 0.696836 0.44 0.52 0.00 0.23
H 0.599030 2.749578 2.478378 -0.62 -0.19 0.61 0.36
H -2.026843 -0.629548 -1.812459 -0.05 -0.25 -0.25 0.17
H 2.535797 0.850316 1.851647 0.42 0.24 -0.03 0.21
H -1.614424 1.083517 0.438423 0.57 0.24 -1.00 0.17

[6]
21
Properties=species:S:1:pos:R:3:forces:R:3:nbo_charge:R:1 method="wB97M-V/def2-TZVPD" lumo_energy_ev=1.124 gap_ev=8.7 energy_ha=-308.3543 de_lowest_kj_mol=180.65 smiles="C/C=C/N.CNC" homo_ev=-7.5889
N 1.445136 -2.252349 -0.002387 1.37 -0.08 1.27 -0.82
N -1.054758 1.112493 -1.268901 -0.39 -0.41 -0.35 -0.63
C -0.162705 0.003116 2.663080 -0.51 2.07 -0.92 -0.63
C 0.553980 -1.445808 0.712373 -0.17 0.37 1.99 0.01
C -0.172499 2.229328 -0.859378 -1.10 -0.12 -1.17 -0.42
C 0.787709 -0.896036 1.957099 0.54 -1.07 -2.65 -0.32
C -1.135561 0.823081 -2.713961 1.31 -0.41 -0.46 -0.43
H 2.201946 -2.647459 0.597947 -0.93 0.49 -0.90 0.37
H -1.867979 -0.017002 -2.852446 0.34 1.15 -0.04 0.20
H -0.171225 0.385269 -3.106254 -0.71 0.53 0.56 0.19
H -0.106804 2.351816 0.237459 -0.02 -0.26 -0.66 0.21
H -0.411709 -1.322843 0.210379 0.38 0.32 0.18 0.20
H -2.032832 1.284534 -1.071327 0.19 0.36 0.81 0.34
H -1.325987 1.737745 -3.353293 -0.23 -0.91 0.50 0.16
H -0.688235 -0.521204 3.421306 -0.35 -0.41 1.11 0.21
H 1.785739 -1.087588 2.403916 -0.73 0.14 -0.15 0.19
H -1.011754 0.400930 1.989472 1.49 -0.52 0.71 0.21
H 0.788334 2.031641 -1.323627 0.36 -0.05 0.38 0.20
H 1.053594 -2.955958 -0.596932 -0.29 -0.11 -0.09 0.37
H 0.368680 0.901445 3.129112 -0.77 -1.14 -0.58 0.21
H -0.539958 3.155580 -1.341975 0.22 0.08 0.45 0.16

[7]
21
Properties=species:S:1:pos:R:3:forces:R:3:lowdin_spin:R:1 method="wB97M-V/def2-TZVPD" lumo_energy_ev="-2.808 / -7.593" s2=0.754 gap_ev="10.6 / 5.8" spin_multiplicity=2 energy_ha=-308.0746 de_lowest_kj_mol=122.86 charge=+1 homo_ev="-13.4503 / -13.4375"
N 0.913864 2.063788 1.039908 0.51 -0.66 0.32 0.00
N -0.593133 -1.118414 -0.121752 -2.14 1.67 1.94 0.66
C -1.594398 -0.567477 -1.026179 -0.09 -0.77 -1.48 0.07
C 0.481469 1.123923 -0.046644 1.25 1.44 0.35 0.00
C -1.105311 -2.288264 0.574421 0.65 -0.17 1.16 0.06
C 1.542120 1.026487 -1.155400 0.44 -0.58 0.49 0.00
C 0.235609 -0.186861 0.693593 -0.24 0.53 -1.52 0.06
H 1.544632 1.728063 -1.986710 -0.74 -0.02 0.01 0.00
H 1.357901 1.514451 1.775991 -0.30 -0.01 0.21 0.00
H -2.413295 0.002926 -0.559509 0.44 -0.19 0.65 0.04
H -0.405561 -3.112974 0.422485 -0.21 -0.20 0.00 0.02
H 2.468546 1.260177 -0.645418 0.48 -0.27 0.02 0.00
H -0.290114 0.170749 1.591766 -0.53 -0.84 -0.03 0.03
H -0.443149 1.585747 -0.386028 -0.22 -0.47 -0.22 0.00
H 1.643957 -0.003900 -1.513570 -0.07 0.21 -0.30 0.00
H -2.141610 -2.532988 0.372037 0.14 -0.09 -0.88 0.00
H 1.724333 2.617733 0.775167 -0.41 0.33 -0.57 0.00
H -2.045084 -1.451541 -1.478326 -0.19 0.22 -0.15 0.00
H 1.143171 -0.697310 1.011620 0.12 -0.07 -0.10 0.01
H -1.243193 0.066186 -1.840466 0.59 -0.03 0.30 0.01
H -1.138707 -2.062493 1.651709 0.54 -0.03 -0.19 0.02

[8]
21
Properties=species:S:1:pos:R:3:forces:R:3:lowdin_spin:R:1 method="wB97M-V/def2-TZVPD" lumo_energy_ev="-3.027 / -7.756" s2=0.754 gap_ev="9.9 / 5.2" spin_multiplicity=2 energy_ha=-308.0304 de_lowest_kj_mol=238.87 charge=+1 homo_ev="-12.9516 / -12.9362"
N -1.413656 -0.955725 -0.583290 0.22 1.32 -2.91 0.00
N 1.904547 0.110661 0.201774 -1.57 -1.45 3.82 0.69
C 0.567114 -0.358695 0.716481 0.56 0.40 0.39 0.07
C 2.917873 0.186787 1.257443 -0.23 -0.44 0.76 0.08
C -1.404645 1.270574 0.536404 -0.17 2.99 0.87 0.00
C -0.656777 0.181970 -0.106864 3.31 -1.15 -3.26 0.02
C -1.943345 -0.546493 -2.028010 -1.93 -1.70 3.40 0.00
H 3.450790 1.121151 1.176373 0.37 0.43 -0.09 0.03
H -2.165820 1.731279 -0.153641 0.63 -0.71 0.68 0.00
H 0.616890 -1.516626 0.680855 -0.13 1.70 -0.08 0.05
H -1.855437 -1.473424 -2.578262 -0.80 0.03 -0.39 0.00
H 2.233333 -0.313259 -0.632632 0.19 0.10 -1.53 0.02
H 0.563784 0.011320 1.764770 -0.21 -0.52 -0.63 0.00
H 2.534386 0.076584 2.356975 0.39 0.14 -2.41 0.00
H -0.079268 0.503283 -1.146334 -1.42 -0.10 2.67 0.00
H -2.234803 -1.128714 -0.042331 -0.50 -0.04 0.56 0.00
H -0.762171 2.179997 0.880958 -0.83 -1.66 -0.62 0.00
H -2.982530 -0.129328 -1.804552 1.20 -0.80 -1.19 0.00
H 3.613934 -0.621937 0.976646 0.11 0.28 0.48 0.03
H -1.356846 0.180663 -2.505190 0.91 1.04 -0.28 0.00
H -1.893803 0.889603 1.444254 -0.10 0.15 -0.25 0.00

[9]
21
Properties=species:S:1:pos:R:3:forces:R:3:nbo_charge:R:1 method="wB97M-V/def2-TZVPD" lumo_energy_ev=-6.584 gap_ev=12.0 energy_ha=-307.7855 de_lowest_kj_mol=7.87 smiles="C[C@@H]([NH3+])C/C=C/[NH3+]" charge=+2 homo_ev=-18.6289
N -1.301396 -0.343830 3.149074 -0.78 0.83 0.66 -0.69
N 0.701125 0.017846 -2.747311 0.33 -0.94 0.12 -0.67
C 0.449575 0.481733 -1.331779 -0.11 1.38 0.95 -0.04
C -1.194351 -0.822226 1.767053 -0.57 -0.57 -0.39 -0.06
C 1.760636 0.809983 -0.588478 0.10 -1.07 -0.02 -0.64
C -0.796048 -0.040353 0.789744 1.28 0.46 0.31 -0.12
C -0.509999 -0.487455 -0.617986 -0.02 0.44 -0.41 -0.47
H -1.323943 0.682223 3.201698 0.02 -0.02 -0.18 0.45
H -1.651996 -1.790525 1.593341 0.46 -0.16 0.31 0.25
H 1.661495 1.724236 -0.017410 0.05 0.26 -0.16 0.25
H 0.501148 -0.986190 -2.835651 -0.22 0.13 -0.11 0.45
H -0.038024 1.457043 -1.409836 -0.23 -0.23 -0.41 0.23
H -0.580357 -0.612366 3.830906 0.19 -0.47 -0.44 0.47
H 0.154968 0.513847 -3.454001 0.01 0.05 0.00 0.46
H 1.696535 0.076575 -2.982199 -0.06 0.38 -0.12 0.46
H -0.033701 -1.470614 -0.630100 -0.41 -0.18 0.10 0.24
H -1.462786 -0.468241 -1.155309 0.06 -0.44 -0.16 0.26
H 2.054767 0.038438 0.127194 -0.11 -0.16 -0.13 0.24
H -2.197807 -0.641436 3.553565 0.05 -0.08 0.05 0.46
H 2.595937 0.888660 -1.284213 0.04 0.36 0.06 0.24
H -0.485778 0.972650 1.041698 -0.09 0.04 -0.03 0.22

[10]
22
Properties=species:S:1:pos:R:3:forces:R:3:nbo_charge:R:1 method="wB97M-V/def2-TZVPD" lumo_energy_ev=1.056 gap_ev=10.3 energy_ha=-383.6070 de_lowest_kj_mol=245.96 smiles="C=NCC.NCCO" homo_ev=-9.2860
O 1.470594 0.696422 -0.304258 1.63 -1.00 0.41 -0.77
N -1.274381 0.884428 -0.880773 -0.99 0.03 0.51 -0.43
N 2.095445 -1.438619 2.033392 -0.37 -0.56 -2.36 -0.82
C -1.043680 2.131324 -0.823030 0.53 -1.12 -0.37 -0.05
C 1.974901 -1.625041 0.534570 -1.66 -0.05 0.32 -0.25
C -3.020266 -0.439396 0.417398 0.28 0.31 -0.45 -0.61
C -2.697564 0.461262 -0.806051 -0.13 0.95 0.43 -0.24
C 2.365826 -0.455860 -0.382978 -0.63 0.30 -0.92 -0.08
H 2.399678 -0.821744 -1.466943 -0.03 0.33 1.33 0.16
H -1.800559 2.899559 -0.843789 -0.45 0.25 0.20 0.15
H -2.943802 0.121871 1.361863 -0.17 -0.20 -0.36 0.21
H 0.892291 -1.877008 0.288646 1.14 0.26 0.44 0.18
H -2.347856 -1.296677 0.486522 0.18 0.15 -0.12 0.22
H -2.985579 -0.049602 -1.720684 0.27 -0.20 -0.14 0.20
H 2.535393 -2.511451 0.249819 0.24 -0.05 0.00 0.19
H 3.365195 -0.091219 -0.131303 -0.10 0.09 -0.01 0.17
H -3.316400 1.397904 -0.776425 0.19 -0.76 0.11 0.16
H 0.594058 0.424899 -0.589213 -0.55 -0.34 -0.12 0.49
H 1.566925 -0.608003 2.225692 -0.04 0.53 0.41 0.36
H -4.019764 -0.872366 0.285522 0.09 0.35 0.20 0.22
H 3.069830 -1.248727 2.164705 0.50 0.34 0.55 0.34
H 0.003081 2.406785 -0.808130 0.05 0.39 -0.04 0.20